# C6H9NO2

One molecule with the formula C6H9NO2 at a distorted geometry (ωB97M-V/def2-TZVPD, OMol25).

Geometry as ORCA input:
```
! wB97M-V def2-TZVPD RIJCOSX def2/J DEFGRID3
* xyz 0 1
N 2.29 -0.39 -0.81
C 1.93 0.09 0.38
O 2.77 1.02 0.64
C 0.47 0.21 0.77
C -0.25 -1.11 0.67
C -1.47 -1.20 0.14
C -2.22 0.01 -0.34
O -1.63 1.21 0.08
C -0.24 1.25 -0.12
H 1.80 -1.23 -1.09
H 3.27 0.41 -0.78
H 0.48 0.58 1.81
H 0.26 -2.00 1.04
H -1.99 -2.16 0.08
H -3.25 0.00 0.05
H -2.29 -0.02 -1.45
H 0.10 2.26 0.12
H -0.01 1.05 -1.18
*
```

The SMILES is NC(=O)[C@@H]1C=CCOC1. The calculation puts the largest force on an atom at 5.23 eV Å⁻¹. The value obtained for the energy above the lowest of the compared OMol25 structures with the same formula, charge and spin is 68.66 kcal/mol. Its gap between HOMO and LUMO is 10.473 eV.

These are the Löwdin partial charges, in e, on atoms 1 to 8: 0.104 -0.499 -0.053 -0.217 -0.065 -0.060 -0.208 -0.116

***

# C32H26BiF5N5OS2Te

C32H26BiF5N5OS2Te as an isolated structure (ωB97M-V/def2-TZVPD, OMol25).

Geometry as ORCA input:
```
! wB97M-V def2-TZVPD RIJCOSX def2/J DEFGRID3
* xyz -1 1
Bi 0.09 0.80 -0.38
C -1.55 1.87 4.13
C -1.42 1.80 2.65
N -0.33 1.57 2.03
N 0.84 1.40 2.72
C 1.38 2.44 3.32
N 2.58 2.13 3.95
S 0.82 4.06 3.42
C -2.64 1.98 1.82
C -3.62 2.88 2.22
C -4.73 3.07 1.42
C -4.83 2.35 0.24
C -3.81 1.47 -0.08
N -2.74 1.29 0.68
H -0.77 1.26 4.58
H -1.40 2.89 4.48
H -2.53 1.51 4.44
H 3.06 1.34 3.54
H 3.16 2.95 4.08
H -3.50 3.44 3.14
H -5.50 3.77 1.70
H -5.68 2.46 -0.42
H -3.84 0.89 -1.00
S 3.66 3.83 0.32
C 4.27 2.23 0.25
C 3.29 1.31 0.06
C 2.00 1.90 -0.04
C 2.04 3.26 0.07
C 0.90 4.18 0.01
C 1.01 5.54 0.27
C -0.12 6.33 0.23
C -1.34 5.74 -0.07
C -1.36 4.38 -0.33
N -0.27 3.62 -0.30
H 5.33 2.06 0.36
H 3.47 0.25 -0.02
H 1.97 5.97 0.54
H -0.06 7.39 0.44
H -2.26 6.31 -0.10
H -2.29 3.87 -0.57
F 2.00 -5.00 -4.39
C 1.82 -3.78 -3.86
C 0.55 -3.21 -3.82
F -0.48 -3.88 -4.35
C 0.37 -1.97 -3.25
F -0.88 -1.45 -3.23
C 1.42 -1.21 -2.69
O 1.24 -0.02 -2.22
C 2.67 -1.84 -2.73
F 3.74 -1.20 -2.21
C 2.87 -3.08 -3.30
F 4.10 -3.63 -3.30
C -0.96 -6.51 -2.25
C -0.54 -5.31 -1.45
C -1.45 -4.32 -1.09
C -1.08 -3.21 -0.35
C -2.14 -2.20 0.00
C 0.26 -3.05 0.04
Te 0.89 -1.43 1.29
C 1.20 -4.04 -0.32
C 2.65 -3.95 0.06
C 0.78 -5.15 -1.05
H -1.98 -6.41 -2.61
H -0.90 -7.42 -1.64
H -0.31 -6.65 -3.12
H -2.48 -4.42 -1.40
H -3.13 -2.63 -0.16
H -2.06 -1.30 -0.62
H -2.06 -1.88 1.04
H 3.07 -2.98 -0.21
H 3.23 -4.73 -0.43
H 2.78 -4.05 1.14
H 1.51 -5.89 -1.33
*
```

The calculation puts the largest force on an atom at 0.16 eV Å⁻¹. The value obtained for the energy above the lowest of the compared OMol25 structures with the same formula, charge and spin is 4.68 kcal/mol. Its gap between HOMO and LUMO is 7.020 eV.

These are the Löwdin partial charges, in e, on atoms 1 to 8: 1.495 -0.059 -0.314 -0.124 -0.093 -0.944 0.037 0.499

***

# C5H9NO

One molecule with the formula C5H9NO at a distorted geometry (ωB97M-V/def2-TZVPD, OMol25).

Geometry as ORCA input:
```
! wB97M-V def2-TZVPD RIJCOSX def2/J DEFGRID3
* xyz 0 1
N -2.32 0.39 1.66
C -1.12 0.61 1.00
C -0.94 0.56 -0.31
C 0.44 0.69 -0.93
C 1.11 -0.71 -1.16
C 2.05 -1.01 -0.05
O 3.03 -0.34 0.18
H -2.31 0.24 2.65
H -3.08 -0.03 1.16
H -0.32 0.84 1.69
H -1.76 0.30 -0.97
H 0.31 1.14 -1.91
H 1.10 1.28 -0.30
H 0.30 -1.45 -1.24
H 1.65 -0.64 -2.10
H 1.86 -1.87 0.63
*
```

The SMILES is N/C=C/CCC=O. The calculation puts the largest force on an atom at 1.02 eV Å⁻¹. The value obtained for the energy above the lowest of the compared OMol25 structures with the same formula, charge and spin is 40.38 kcal/mol. Its gap between HOMO and LUMO is 9.077 eV.

These are the Löwdin partial charges, in e, on atoms 1 to 8: 0.037 -0.227 -0.145 -0.194 -0.152 -0.279 0.041 0.074

***

# C10H9F6N5O4PrS3

C10H9F6N5O4PrS3 as an isolated structure at a distorted geometry (ωB97M-V/def2-TZVPD, OMol25).

Geometry as ORCA input:
```
! wB97M-V def2-TZVPD RIJCOSX def2/J DEFGRID3
* xyz 1 3
Pr 10.54 8.46 7.51
C 8.72 12.05 5.44
C 9.10 10.64 5.70
N 10.38 10.30 6.07
N 11.52 10.97 6.05
C 12.65 10.20 5.83
N 13.58 10.82 5.07
S 13.11 8.60 6.33
C 8.11 9.53 5.70
C 6.72 9.82 5.42
C 5.84 8.78 5.32
C 6.33 7.46 5.36
C 7.62 7.24 5.79
N 8.51 8.20 5.96
H 8.19 12.05 4.46
H 9.62 12.68 5.39
H 7.98 12.38 6.21
H 13.46 11.79 4.94
H 14.41 10.28 4.82
H 6.45 10.85 5.28
H 4.74 8.94 5.23
H 5.77 6.57 5.02
H 7.92 6.29 6.18
F 9.07 10.08 12.09
C 9.18 8.75 12.09
F 10.27 8.35 12.71
F 8.10 8.26 12.73
S 9.62 8.07 10.21
O 10.76 8.99 9.87
O 8.70 8.13 9.02
N 10.09 6.64 10.46
S 10.64 5.47 9.48
O 10.49 5.99 8.09
O 10.16 4.17 9.86
C 12.52 5.55 9.70
F 13.24 4.52 9.23
F 12.81 5.73 11.05
F 12.97 6.66 9.12
*
```

The calculation puts the largest force on an atom at 4.37 eV Å⁻¹. The value obtained for the energy above the lowest of the compared OMol25 structures with the same formula, charge and spin is 11.95 kcal/mol. Its gap between HOMO and LUMO (alpha / beta) is 7.089 / 7.120 eV.

These are the Löwdin partial charges, in e, on atoms 1 to 8: 1.186 -0.025 -0.220 -0.205 -0.003 -0.788 0.111 0.654